Below is a molecular structure, C49H49BF6IN8O3PSr, with properties calculated with the ωB97M-V functional and the def2-TZVPD basis.

Element x y z (Å)
Sr (0.935, 0.222, -0.478)
C (-2.667, -0.119, -2.558)
C (-1.927, 1.164, -2.799)
C (-2.083, 2.037, -3.881)
C (-1.207, 3.069, -3.633)
N (-0.579, 2.826, -2.468)
N (-1.007, 1.621, -1.941)
B (0.477, 3.649, -1.619)
N (1.953, 3.057, -1.787)
C (2.796, 3.378, -2.793)
C (4.001, 2.755, -2.567)
C (3.812, 2.044, -1.362)
C (4.789, 1.183, -0.615)
N (2.575, 2.211, -0.907)
N (0.019, 3.661, -0.144)
C (-0.627, 4.693, 0.465)
C (-1.123, 4.239, 1.654)
C (-0.749, 2.877, 1.706)
C (-1.032, 1.919, 2.824)
N (-0.079, 2.526, 0.627)
N (0.596, 5.129, -2.080)
C (1.472, 6.003, -1.538)
C (1.329, 7.207, -2.182)
C (0.317, 6.970, -3.140)
C (-0.268, 7.917, -4.150)
N (-0.121, 5.724, -3.080)
H (-3.006, -0.551, -3.501)
H (-3.551, 0.065, -1.947)
H (-2.038, -0.855, -2.043)
H (-2.749, 1.930, -4.725)
H (-1.014, 3.983, -4.170)
H (2.480, 4.049, -3.581)
H (4.895, 2.809, -3.172)
H (5.559, 0.802, -1.287)
H (4.298, 0.341, -0.127)
H (5.276, 1.745, 0.183)
H (-0.688, 5.666, 0.001)
H (-1.680, 4.798, 2.393)
H (-2.019, 2.125, 3.249)
H (-0.287, 1.997, 3.618)
H (-1.012, 0.882, 2.501)
H (2.125, 5.697, -0.732)
H (1.869, 8.124, -1.995)
H (0.169, 8.911, -4.045)
H (-1.349, 8.009, -4.028)
H (-0.081, 7.576, -5.170)
O (-3.477, 1.386, 0.384)
C (-3.844, 0.312, 0.578)
C (-4.411, -0.921, 0.776)
C (-5.846, -0.972, 0.613)
C (-6.485, -2.175, 0.715)
C (-5.769, -3.361, 0.978)
C (-4.382, -3.295, 1.152)
C (-3.658, -2.120, 1.074)
P (-1.846, -2.024, 1.388)
C (-1.337, -3.699, 0.813)
C (-0.735, -4.641, 1.637)
C (-0.332, -5.877, 1.133)
C (-0.521, -6.176, -0.207)
C (-1.114, -5.233, -1.045)
C (-1.514, -4.006, -0.537)
C (-1.746, -2.176, 3.207)
C (-0.507, -1.892, 3.794)
C (-0.341, -1.978, 5.172)
C (-1.411, -2.337, 5.983)
C (-2.648, -2.607, 5.410)
C (-2.814, -2.526, 4.030)
H (-6.397, -0.064, 0.398)
H (-7.561, -2.208, 0.582)
H (-6.282, -4.312, 1.050)
H (-3.835, -4.209, 1.359)
H (-0.565, -4.419, 2.684)
H (0.134, -6.599, 1.794)
H (-0.197, -7.132, -0.604)
H (-1.248, -5.446, -2.100)
H (-1.954, -3.272, -1.204)
H (0.338, -1.586, 3.180)
H (0.623, -1.740, 5.610)
H (-1.284, -2.396, 7.059)
H (-3.490, -2.878, 6.036)
H (-3.786, -2.732, 3.597)
I (2.237, 0.370, 2.334)
C (8.274, -5.171, 1.550)
C (6.873, -4.652, 1.775)
C (6.634, -3.581, 2.621)
C (5.344, -3.102, 2.842)
C (5.160, -1.925, 3.783)
C (4.272, -3.706, 2.176)
C (2.893, -3.162, 2.410)
O (1.963, -3.392, 1.677)
C (4.485, -4.796, 1.314)
C (3.363, -5.511, 0.589)
C (5.787, -5.248, 1.138)
H (9.015, -4.558, 2.063)
H (8.526, -5.181, 0.487)
H (8.380, -6.196, 1.915)
H (7.468, -3.098, 3.126)
H (6.134, -1.550, 4.103)
H (4.605, -2.208, 4.684)
H (4.609, -1.107, 3.316)
H (2.751, -2.514, 3.288)
H (2.576, -5.838, 1.273)
H (3.768, -6.385, 0.073)
H (2.862, -4.868, -0.133)
H (5.958, -6.093, 0.475)
C (1.540, -0.095, -2.761)
C (1.026, -1.569, -2.419)
O (0.253, -1.632, -1.297)
C (2.318, -2.425, -2.197)
F (2.073, -3.725, -2.163)
F (2.818, -2.036, -1.001)
F (3.273, -2.214, -3.107)
C (0.246, -2.104, -3.695)
F (-0.633, -3.033, -3.350)
F (-0.428, -1.093, -4.271)
F (1.065, -2.623, -4.620)
H (2.438, 0.154, -2.170)
H (0.725, 0.614, -2.531)
H (1.817, -0.002, -3.807)

Values from the calculation:
**HOMO-LUMO gap (alpha / beta)**: 6.53 / 7.25 eV
**E**: -104886.39169 eV
**Largest force on an atom**: 5.57 eV/A
**Relative energy (zero: lowest compared OMol25 entry of this formula, charge and spin)**: 139.6 kJ/mol
**Charge**: -1
**Lowest unoccupied orbital energy (alpha / beta)**: 2.42 / 1.99 eV
**2S+1**: 2